[1]
{"formula": "C2H2BrClO", "method": "ωB97M-V/def2-TZVPD", "elements": ["C", "C", "O", "Cl", "Br", "H", "H"], "coordinates": [[0.32246, -0.01536, 1.00598], [-0.01155, 0.02901, -0.92379], [1.40718, 0.24199, 1.43466], [-0.96037, -0.52783, 2.03177], [-1.82138, 0.67106, -1.17507], [0.82620, 0.63550, -1.24505], [0.23746, -1.03438, -1.12850]], "energy_ha": -3186.8032, "total_charge": 0, "homo_ha": -0.3638, "homo_lumo_gap_ev": 10.393, "relative_energy_kj_mol": 109.5}

[2]
{"formula": "C2H2BrClO", "method": "ωB97M-V/def2-TZVPD", "elements": ["C", "C", "O", "Cl", "Br", "H", "H"], "coordinates": [[1.18154, 0.33877, -0.66300], [-0.71106, -0.33191, 0.59618], [2.02702, -0.45669, -0.78543], [-1.07150, -1.99751, 0.29688], [-1.90099, 1.02660, -0.04398], [0.90858, 1.41496, -1.08161], [-0.43358, 0.00579, 1.68095]], "energy_ha": -3186.7334, "total_charge": 0, "homo_ha": [-0.3087, -0.3087], "homo_lumo_gap_ev": [8.477, 8.479], "relative_energy_kj_mol": 292.9}

[3]
{"formula": "C2H2BrN2P", "method": "ωB97M-V/def2-TZVPD", "elements": ["C", "C", "N", "N", "P", "Br", "H", "H"], "coordinates": [[0.01618, -0.75309, -0.79855], [-1.01044, -0.58949, 0.15539], [1.04702, -0.04251, -0.88095], [0.64593, 1.19323, 0.59049], [-0.74342, 0.69386, 1.24864], [2.03419, 2.23395, 1.06434], [-0.08822, -1.54351, -1.53241], [-1.90124, -1.19244, 0.15305]], "energy_ha": -3102.1594, "total_charge": 0, "homo_ha": -0.3249, "homo_lumo_gap_ev": 8.459, "relative_energy_kj_mol": 207.1}

[4]
{"formula": "C2H2BrN3O", "method": "ωB97M-V/def2-TZVPD", "elements": ["C", "C", "N", "N", "N", "O", "Br", "H", "H"], "coordinates": [[-0.87043, 1.53317, -0.05709], [-0.05546, -0.78669, 0.68455], [-0.11080, 1.28166, -0.94880], [0.64617, 0.29570, -1.26026], [0.74221, -0.62029, -0.35091], [-1.59984, 2.15009, 0.64057], [2.26722, -1.85384, -0.65734], [-0.06517, -1.62772, 1.29314], [-0.95390, -0.37209, 0.65614]], "energy_ha": -2890.7501, "total_charge": 0, "homo_ha": [-0.3060, -0.3060], "homo_lumo_gap_ev": [6.799, 6.799], "relative_energy_kj_mol": 193.2}

[5]
{"formula": "C2H2BrNO2", "method": "ωB97M-V/def2-TZVPD", "elements": ["O", "N", "O", "C", "C", "Br", "H", "H"], "coordinates": [[-0.12346, -0.42750, -2.16540], [0.80060, -0.61935, -1.43592], [1.86019, -1.17083, -1.61209], [0.51933, -0.12075, -0.10194], [-0.80491, 0.26040, 0.35672], [-0.99466, 0.87434, 2.09333], [1.31540, -0.05885, 0.50905], [-1.85227, 0.31249, -0.09236]], "energy_ha": -2856.5006, "total_charge": 0, "homo_ha": -0.3735, "smiles": "O=[N+]([O-])/C=C/Br", "homo_lumo_gap_ev": 9.182, "relative_energy_kj_mol": 385.2}

[6]
{"formula": "C2H2BrO2P", "method": "ωB97M-V/def2-TZVPD", "elements": ["C", "C", "O", "O", "P", "Br", "H", "H"], "coordinates": [[1.34888, 0.85228, -0.39760], [0.09886, 0.96234, -0.06398], [-1.56876, -2.95054, 0.40144], [-0.64328, -0.84896, -0.16291], [-1.95137, -1.56879, 0.36122], [-1.10497, 2.18831, 0.44192], [2.08963, 1.58208, -0.01403], [1.73100, -0.21670, -0.56605]], "energy_ha": -3143.1696, "total_charge": 0, "homo_ha": -0.3587, "homo_lumo_gap_ev": 8.874, "relative_energy_kj_mol": 175.6}

[7]
{"formula": "C2H2CdO2P", "method": "ωB97M-V/def2-TZVPD", "elements": ["P", "O", "C", "H", "H", "C", "O", "Cd"], "coordinates": [[1.56333, 1.29908, -0.40916], [0.86978, -0.04988, -1.11921], [0.08795, -0.87211, 0.18812], [0.61942, -1.20234, 1.10835], [-0.40026, -1.78219, -0.17376], [-0.68770, 0.33572, 0.51140], [0.20182, 1.31363, 0.68269], [-2.25434, 0.95808, -0.78843]], "energy_ha": -736.5323, "total_charge": 1, "homo_ha": [-0.4752, -0.4532], "homo_lumo_gap_ev": [6.605, 5.288]}

[8]
{"formula": "C2H2Cl2F2", "method": "ωB97M-V/def2-TZVPD", "elements": ["F", "C", "F", "Cl", "C", "Cl", "H", "H"], "coordinates": [[0.05047, -1.23378, 1.27714], [0.40393, -0.56104, 0.22338], [0.40957, -1.47223, -0.83991], [2.12823, 0.10374, 0.61351], [-0.46752, 0.62803, -0.20793], [-2.22889, 0.28836, -0.17068], [-0.18041, 1.49745, 0.35328], [-0.11539, 0.74946, -1.24878]], "energy_ha": -1197.5208, "total_charge": 0, "homo_ha": -0.4239, "smiles": "FC(F)(Cl)CCl", "homo_lumo_gap_ev": 12.119, "relative_energy_kj_mol": 2.5}